Computed, not measured: a structure of composition C51H48AsBaF10N6O5P in a non-equilibrium geometry, with ωB97M-V/def2-TZVPD.

Values from the calculation:
E_LUMO: 3.699 eV
HOMO energy: -1.82 eV
charge: -2
energy relative to the best compared isomer or geometry (same formula, charge and spin): 0.00 kcal/mol
orbital gap: 5.51 eV
multiplicity: 1

Geometry (Å):
Ba: -0.73510 0.98077 -0.52030
C: -3.05211 -1.36132 -2.56137
N: -2.82455 0.06400 -2.40606
C: -4.03620 0.74096 -1.93101
C: -4.29312 0.53362 -0.43167
N: -3.37386 1.21974 0.44852
C: -3.67636 2.45480 0.85302
C: -2.93876 3.01031 1.93823
F: -2.02789 2.23121 2.54977
C: -3.09805 4.28069 2.42789
F: -2.35035 4.69821 3.45695
C: -4.05850 5.12834 1.89562
F: -4.24542 6.36980 2.38733
C: -4.82946 4.64044 0.86196
F: -5.76834 5.42800 0.31712
C: -4.65260 3.36391 0.36762
F: -5.43795 3.03546 -0.69158
C: -2.31387 0.64509 -3.65578
C: -0.83048 0.31173 -3.90752
N: 0.08491 1.21491 -3.23978
C: 0.31577 2.40446 -3.79206
C: 1.17261 3.30939 -3.09745
F: 1.65162 2.91787 -1.89828
C: 1.52757 4.55809 -3.52970
F: 2.35619 5.30976 -2.79944
C: 1.04329 5.04966 -4.73532
F: 1.40732 6.26464 -5.19469
C: 0.19097 4.23786 -5.44933
F: -0.30661 4.67822 -6.61568
C: -0.16053 2.97744 -5.00481
F: -1.04250 2.31051 -5.79972
H: -2.13891 -1.86421 -2.88071
H: -3.83888 -1.56091 -3.31265
H: -3.35943 -1.80418 -1.61336
H: -4.91632 0.39692 -2.50940
H: -3.91871 1.80804 -2.11523
H: -4.19922 -0.54245 -0.21981
H: -5.34551 0.77786 -0.23154
H: -2.40724 1.72989 -3.57991
H: -2.93903 0.31688 -4.50641
H: -0.66620 0.24363 -4.98874
H: -0.62642 -0.69030 -3.51430
O: 1.84573 5.56855 3.58022
C: 1.34246 4.63046 2.72047
C: 0.72546 4.99076 1.53252
C: 0.23467 3.98426 0.71657
N: 0.36928 2.70160 1.03972
C: 0.92911 2.35532 2.19866
C: 1.43876 3.29305 3.07855
C: 0.91283 0.85840 2.55875
O: 1.36019 0.53026 3.66588
O: 0.44343 0.08277 1.66943
C: -0.58268 4.32144 -0.55425
O: -0.56970 5.49636 -0.92187
O: -1.20237 3.33762 -1.05528
H: 1.64923 6.43490 3.21608
H: 0.59126 6.02099 1.22486
H: 1.87141 2.97816 4.01678
N: -0.19416 -3.34185 -1.13567
C: -0.23319 -4.68464 -1.19130
C: 0.40210 -5.04958 -2.35595
C: 0.80055 -3.82755 -2.92954
N: 0.43934 -2.79952 -2.17978
H: -0.57744 -2.74346 -0.41308
H: -0.69151 -5.26718 -0.40930
H: 0.56086 -6.04644 -2.72946
H: 1.34039 -3.65221 -3.84632
C: -3.30761 -4.50770 0.67015
C: -3.57010 -3.34592 1.62228
P: -2.21660 -2.08181 1.57904
C: -0.84902 -2.91942 2.51591
C: -1.19171 -3.97267 3.56785
C: -2.83341 -0.81750 2.75841
C: -3.10581 -1.20272 4.20761
H: -4.13688 -5.21892 0.66114
H: -2.41002 -5.05663 0.96335
H: -3.15753 -4.15067 -0.35116
H: -3.73901 -3.71588 2.63719
H: -4.48059 -2.81914 1.32024
H: -0.27889 -2.09063 2.94599
H: -0.16447 -3.36581 1.78327
H: -1.88428 -3.60151 4.32066
H: -0.28193 -4.29777 4.07880
H: -1.64243 -4.86025 3.11846
H: -3.71868 -0.38510 2.28451
H: -2.09563 -0.01514 2.71819
H: -3.80293 -2.03962 4.29728
H: -3.54195 -0.35261 4.73649
H: -2.18426 -1.46513 4.72781
C: 5.58439 -2.35340 -3.44222
C: 5.87718 -2.63491 -2.11328
C: 4.97233 -2.30144 -1.11840
C: 3.76292 -1.69220 -1.43798
C: 3.47838 -1.40954 -2.76908
C: 4.38703 -1.73573 -3.76835
As: 2.43050 -1.10024 -0.11669
C: 2.58939 -2.57900 1.14511
C: 2.57097 -2.35821 2.52044
C: 2.60615 -3.43447 3.39593
C: 2.62021 -4.73640 2.91572
C: 2.59813 -4.96273 1.54631
C: 2.59076 -3.88898 0.66664
C: 3.55189 0.24596 0.75007
C: 3.40914 1.53075 0.23862
C: 4.11083 2.59496 0.78480
C: 4.96564 2.37808 1.85536
C: 5.11669 1.09761 2.36744
C: 4.41177 0.03525 1.81921
H: 6.29391 -2.61022 -4.22015
H: 6.81637 -3.10971 -1.85336
H: 5.20742 -2.51691 -0.08139
H: 2.53748 -0.92698 -3.02044
H: 4.15696 -1.50345 -4.80118
H: 2.50292 -1.34936 2.91648
H: 2.60013 -3.24657 4.46337
H: 2.63336 -5.57253 3.60547
H: 2.59124 -5.97533 1.15913
H: 2.58168 -4.07455 -0.40169
H: 2.72956 1.71149 -0.58085
H: 3.96685 3.58994 0.38179
H: 5.50195 3.20768 2.30045
H: 5.77204 0.92555 3.21360
H: 4.51982 -0.95408 2.24859